Below is a structure of composition C34H57CrN3O2SeSi at a distorted geometry, with properties calculated with ωB97M-V with the def2-TZVPD basis set.

Calculated values
Kohn-Sham gap (alpha / beta): 5.78 / 7.55 eV
2S+1: 5
lowest unoccupied orbital energy (alpha / beta): 0.2 / 0.2 eV
DFT total energy: -5379.80704 Ha

```
99
C34H57CrN3O2SeSi ωB97M-V with the def2-TZVPD basis set
O 1.153 -0.463 -2.593
O 0.886 -3.497 -2.038
C 0.167 -0.387 -3.771
C 0.358 0.914 -4.495
H -0.822 -0.493 -3.315
H 0.401 -1.276 -4.359
H 0.136 1.781 -3.866
H -0.334 0.953 -5.340
H 1.376 1.022 -4.880
C 2.611 -0.819 -2.840
C 2.755 -1.745 -4.011
H 2.915 -1.271 -1.897
H 3.099 0.149 -2.996
H 2.323 -2.729 -3.799
H 3.825 -1.911 -4.201
H 2.317 -1.335 -4.924
C 1.730 -4.036 -1.015
C -0.206 -4.306 -2.465
C 3.037 -4.521 -1.592
H 1.225 -4.842 -0.459
H 1.903 -3.199 -0.328
H 2.883 -5.365 -2.269
H 3.707 -4.853 -0.795
H 3.532 -3.717 -2.144
C 0.240 -5.462 -3.333
H -0.846 -3.618 -3.025
H -0.770 -4.667 -1.593
H 0.846 -5.102 -4.168
H -0.622 -5.986 -3.751
H 0.824 -6.185 -2.758
H 0.821 -0.174 -1.679
N -1.296 2.442 0.800
C -2.012 2.715 1.904
C -1.971 1.918 3.066
C -0.945 1.061 3.471
C -2.928 3.902 1.866
H -3.614 3.862 1.007
H -2.366 4.845 1.820
H -3.521 3.917 2.784
C -0.914 0.491 4.863
H -0.152 0.977 5.489
H -0.691 -0.588 4.863
H -1.886 0.636 5.347
N 0.107 0.791 2.664
C -1.275 3.353 -0.324
C -2.009 3.068 -1.495
C -2.863 1.853 -1.654
C -1.921 3.934 -2.582
H -2.480 3.669 -3.481
C -1.132 5.080 -2.536
H -1.068 5.735 -3.407
C -0.427 5.375 -1.371
H 0.203 6.266 -1.317
C -0.504 4.529 -0.260
C 0.303 4.899 0.946
C 1.362 0.461 3.257
C 1.898 -0.829 3.107
C 1.148 -1.880 2.364
C 3.093 -1.146 3.753
H 3.482 -2.160 3.653
C 3.761 -0.179 4.504
H 4.698 -0.432 5.002
C 3.221 1.100 4.645
H 3.740 1.863 5.225
C 2.015 1.439 4.028
C 1.427 2.812 4.190
Cr -0.268 0.777 0.764
H -2.400 1.135 -2.348
H -3.830 2.134 -2.100
H -3.062 1.334 -0.712
H -0.045 4.457 1.886
H 0.255 5.992 1.066
H 1.361 4.618 0.794
H 1.840 -2.680 2.064
H 0.666 -1.480 1.457
H 0.354 -2.341 2.975
H 1.121 3.253 3.228
H 2.193 3.466 4.630
H 0.541 2.832 4.849
H -2.746 2.123 3.804
C -0.750 -0.860 -0.418
Si -2.314 -1.779 0.113
H -0.925 -0.419 -1.411
H 0.054 -1.612 -0.462
C -3.386 -2.221 -1.382
C -3.383 -0.763 1.286
C -1.840 -3.365 1.019
H -0.951 -3.837 0.581
H -2.655 -4.103 0.989
H -1.629 -3.155 2.077
H -3.549 -1.345 -2.026
H -4.376 -2.575 -1.053
H -2.945 -3.019 -1.997
H -3.557 0.262 0.931
H -2.914 -0.696 2.277
H -4.370 -1.232 1.420
Se 3.682 3.186 -0.039
C 2.410 2.012 0.066
N 1.468 1.267 0.178
```